[1]
The following is a quantum chemistry calculation of a 3-piece molecular cluster, C4H12O5 overall at a distorted geometry, from OMol25.

The geometry in ORCA input format:
```
! wB97M-V def2-TZVPD RIJCOSX def2/J DEFGRID3
* xyz 0 1
O -0.53420 -1.38041 0.21763
O -2.96404 -1.42449 1.39196
O -2.32438 1.39164 1.11819
O 1.06532 0.49659 1.31346
O 3.05834 1.22385 0.65809
C 1.49262 0.85202 -1.06116
C 1.81153 0.78809 0.41109
C 0.93492 -0.48944 -1.56379
C -0.46694 -0.75633 -1.05114
H -2.41220 0.42213 1.11663
H -1.02423 0.18981 -1.12475
H -1.03244 -1.44902 -1.67708
H -1.41411 1.60398 1.34282
H -2.18641 -1.70372 0.85747
H 1.59861 -1.30920 -1.28647
H 3.26166 1.12871 1.60005
H -2.60893 -1.34415 2.28444
H -0.22213 -0.72685 0.86305
H 2.31375 1.28764 -1.62082
H 0.72256 1.63358 -1.14867
H 0.93071 -0.43441 -2.64099
*
```

Values from the calculation:
HOMO (eV): -10.70
Gap between HOMO and LUMO (eV): 11.09
Energy above the lowest of the compared OMol25 structures with the same formula, charge and spin (kcal per mole): 0.00
SMILES: O=C(O)CCCO.O.O
LUMO level (eV): 0.394


[2]
The following is a quantum chemistry calculation of one molecule with the formula C3H2N2OS at a distorted geometry, from OMol25.

The geometry in ORCA input format:
```
! wB97M-V def2-TZVPD RIJCOSX def2/J DEFGRID3
* xyz 0 1
S -1.98220 -2.08269 0.38171
O 0.44498 1.27422 -1.69844
N 1.25798 1.48685 -0.65184
N -0.54660 0.36048 -1.42544
C -0.25437 -0.11089 -0.18077
C 0.85809 0.66500 0.23164
C -0.76630 -1.12097 0.56132
H -0.18392 -1.38365 1.53588
H 1.17234 0.91165 1.24593
*
```

Values from the calculation:
HOMO (eV): -9.27
Gap between HOMO and LUMO (eV): 7.67
Energy above the lowest of the compared OMol25 structures with the same formula, charge and spin (kcal per mole): 78.70
SMILES: S=Cc1cnon1
LUMO level (eV): -1.605


[3]
The following is a quantum chemistry calculation of C14H56F2InNO18S2 as an isolated structure at a distorted geometry, from OMol25.

The geometry in ORCA input format:
```
! wB97M-V def2-TZVPD RIJCOSX def2/J DEFGRID3
* xyz 2 1
In -0.61217 6.41543 0.39821
S -0.87941 0.20561 -0.38510
S 1.07510 0.46160 0.72122
F 1.99654 1.62471 1.38971
F -2.00399 1.33451 -0.78150
O 3.78894 -5.96854 6.75265
O 0.31507 -2.46892 -8.71312
O -5.64785 5.40865 -1.93402
O -2.87056 -1.00626 7.15958
O 1.98006 -0.17162 -0.26360
O 4.12402 5.19758 -2.16353
O -0.51616 -0.20350 -1.73383
O -8.90115 -1.03995 -0.39245
O 0.68325 -0.30282 1.90146
O 4.65584 8.06168 2.14886
O 7.57468 0.40823 2.90468
O -0.61471 5.13538 -4.62781
O -1.67356 -0.62133 0.45387
O -6.07631 -6.80718 3.05163
O -4.62501 -4.98492 -4.02188
O 1.11074 5.44409 5.23284
O 6.88291 -3.76456 -5.24393
O -0.14377 -6.42568 -2.87924
N 0.02564 1.49351 0.26364
C -7.93720 -0.57301 0.49879
C 5.77581 7.50037 2.84360
C -4.99809 -3.71551 -3.52483
C 0.89646 4.25675 5.95283
C 0.37461 -2.90524 -7.37016
C 5.14322 4.27604 -2.47354
C 7.50977 0.84304 4.24578
C -6.42764 4.73290 -2.91535
C 0.54810 -5.64769 -1.96513
C 0.01406 3.92581 -5.10640
C -6.35680 -6.05663 1.87501
C 3.19920 -4.74814 6.55895
C -3.68194 -1.41864 6.03221
C 6.47354 -3.02047 -4.07651
H 0.54496 4.52286 6.94969
H -3.43184 -0.78468 5.18154
H 5.98498 -2.06444 -4.26473
H -3.05576 -0.08674 7.36396
H 6.81447 1.66901 4.39553
H -6.04509 -3.43413 -3.63757
H 3.99437 -4.01342 6.43246
H 1.00100 -2.31022 -6.70555
H 5.28455 3.60426 -1.62688
H -0.73653 3.28829 -5.57361
H -7.12390 -0.09299 -0.04546
H 6.02019 4.87940 -2.70806
H -0.60279 -2.88347 -6.88818
H 0.81996 -4.70014 -2.43025
H 5.47668 6.55527 3.29683
H -9.49609 -1.57772 0.13523
H 6.58828 7.21257 2.17640
H 2.46443 -4.69459 5.75562
H 3.65967 -6.51757 5.97582
H -4.77145 -1.39745 6.05748
H -7.03145 5.40954 -3.52006
H 7.61654 -3.31496 -5.66966
H 4.84789 3.73234 -3.37091
H 0.72231 -3.93742 -7.32756
H 0.76331 4.16779 -5.86017
H 7.16809 0.05955 4.92217
H 1.44614 -6.19433 -1.67737
H 5.01919 8.89872 1.85065
H -0.97853 -5.99895 -3.08580
H -5.80989 4.16880 -3.61412
H 0.21388 3.51528 5.53761
H 4.32319 5.97861 -2.68498
H 7.27925 -2.88198 -3.35557
H 2.64956 -4.44880 7.45135
H -6.22911 5.89324 -1.34334
H -7.64694 -1.27503 1.28047
H -3.36032 -2.42499 5.76404
H 1.82092 3.67938 5.96345
H -5.52983 -5.41275 1.57563
H -6.65457 -6.73769 1.07777
H 1.59409 5.98066 5.86535
H -4.82698 -3.75863 -2.44921
H -7.02444 4.00328 -2.36802
H 6.12119 8.23208 3.57394
H -7.24488 -5.45994 2.08328
H -0.23399 -1.68429 -8.78003
H 0.45325 3.34488 -4.29540
H 8.14776 0.98158 2.39044
H -4.29807 -2.93373 -3.81961
H -8.41255 0.25890 1.01847
H -4.95832 -5.04217 -4.92034
H -1.07331 5.51810 -5.37935
H -6.53949 -6.35978 3.76359
H -0.11489 -5.47990 -1.11637
H 5.69201 -3.66448 -3.67330
H 8.51754 1.13734 4.53885
*
```

Values from the calculation:
HOMO (eV): -13.49
Gap between HOMO and LUMO (eV): 1.33
LUMO level (eV): -12.159


[4]
The following is a quantum chemistry calculation of C26H62O24 as an isolated structure at a distorted geometry, from OMol25.

The geometry in ORCA input format:
```
! wB97M-V def2-TZVPD RIJCOSX def2/J DEFGRID3
* xyz -2 1
O 2.96985 3.59334 4.00079
O -4.08503 -1.97616 -1.95348
O -3.41965 4.45264 0.24821
O 4.77056 -3.30390 -2.75528
O -0.06435 -1.13261 -5.07916
O 4.53597 -1.33085 2.26281
O 1.05215 1.80032 5.38816
O -5.21747 3.10088 2.48242
O -2.32418 1.38082 1.25823
O -2.14408 0.83768 -5.93311
O -0.17520 1.70936 2.93392
O -1.92768 -4.16655 -1.53026
O -3.40175 1.57635 4.04399
O 0.17039 2.24378 -1.64407
O 2.68149 1.00285 -1.54460
O 2.10271 -1.72396 0.79393
O -6.41603 -2.88343 1.30525
O -5.72370 4.76913 -1.40833
O 0.05493 -1.71198 -1.20932
O -3.16007 -1.74045 2.56102
O 3.92137 0.35652 0.71290
O 2.58294 -1.51809 -3.36924
O 4.45002 -4.12449 0.76074
O 5.92244 2.44631 0.09246
C 3.92485 -1.12618 -3.52887
C 1.04502 -0.07344 1.91200
C 6.15500 1.08321 0.44879
C -5.36824 1.69820 2.54203
C 5.50055 -2.12738 1.56818
C -4.73298 1.14380 3.84641
C -4.23776 -3.38440 -2.01416
C -2.96039 -4.04398 -2.48861
C 1.09424 -0.93707 0.83834
C 5.32509 -3.62772 1.76726
C -3.76610 3.48242 -0.72914
C 1.26341 2.65090 -2.42901
C -4.06507 -2.52264 1.77704
C 3.21838 2.21725 4.24092
C -1.20992 -0.25973 0.00181
C -2.26086 -0.02639 -4.77605
C 5.11327 0.63757 1.45219
C -0.00398 -0.89804 -0.23585
C 4.80023 -2.34583 -3.80323
C -0.03827 0.86087 2.05073
C 2.43009 1.56252 5.36719
C -0.89922 -0.35054 -4.22046
C 2.62604 2.38294 -1.84265
C -1.32045 0.69009 1.09470
C -5.41415 -1.88270 1.63898
C -5.22335 3.44778 -1.08762
H 4.21118 -5.03753 0.93310
H -4.98405 1.35742 1.57951
H 2.70030 2.86110 -0.84526
H -5.41194 -1.13801 0.84253
H 6.03787 0.45416 -0.43805
H 6.26743 -4.10843 1.42510
H 3.31593 -0.25062 1.16547
H -3.57465 -2.74523 0.82663
H 6.26692 2.60235 -0.78841
H -2.73414 -0.95861 -5.09879
H -4.96247 -1.62786 -1.76000
H -4.56287 -3.91901 -1.11260
H -5.81168 -1.47214 2.56758
H 3.79363 4.06700 4.13616
H 5.28503 -0.31811 1.95752
H -5.36785 2.82532 -1.97997
H -1.84791 -3.26109 -1.17496
H -3.76849 5.29479 -0.06086
H 4.17301 -0.62139 -2.58967
H 5.85604 -2.08686 -3.98042
H 5.17842 -3.95599 2.80015
H -2.87334 -0.98858 2.01918
H 5.45136 -1.90134 0.50002
H 6.48006 -1.83821 1.96003
H 4.86687 1.42431 2.17265
H -2.58873 -3.53971 -3.38956
H 4.27836 1.93795 4.30898
H 0.43601 -0.50543 -5.60733
H -6.02565 3.58152 2.66279
H 2.61413 0.48178 5.37744
H -6.41590 1.38841 2.67135
H -4.96177 -3.58147 -2.82310
H -3.35034 2.51032 -0.46135
H -1.03853 -0.98043 -3.33564
H -6.75840 -3.24630 2.12199
H 0.53063 1.59363 -1.01561
H -5.69384 4.78492 -2.36737
H -3.04997 1.02965 4.75176
H 0.64482 1.56833 4.51263
H 5.69633 -3.47720 -2.58768
H 3.98363 -0.45540 -4.40011
H -3.28149 -5.05464 -2.76918
H 1.20899 3.71488 -2.68491
H 1.21810 2.09938 -3.38083
H 3.50652 2.82704 -2.32903
H -2.05836 -0.31811 -0.66783
H 7.17988 1.02211 0.83005
H -4.69963 0.05105 3.77655
H 3.14560 0.73521 -0.72527
H -0.34072 0.53357 -3.90515
H -3.19018 3.81060 -1.61029
H -4.13532 -3.47417 2.30858
H 2.04990 -0.77871 -3.05773
H -2.87938 0.62058 -6.50929
H -2.88823 0.42172 -4.00323
H 3.72201 -1.43710 1.71190
H 4.52376 -2.70485 -4.80838
H 2.86292 1.97574 6.28836
H 2.94501 1.74043 3.28770
H -5.33279 1.51204 4.69169
H 1.87608 0.04065 2.59565
H -5.86915 3.00548 -0.32411
*
```

Values from the calculation:
HOMO (eV): -1.26
Gap between HOMO and LUMO (eV): 5.19
Energy above the lowest of the compared OMol25 structures with the same formula, charge and spin (kcal per mole): 138.07
LUMO level (eV): 3.932


Q: Look up the LUMO level of the third one.
A: -12.159 eV